{
  "formula": "C38H29Br2F4GeN5OSeSiSn",
  "method": "ωB97M-V/def2-TZVPD",
  "symbols": ["Sn", "Br", "C", "C", "C", "Br", "C", "C", "C", "C", "N", "C", "C", "O", "H", "H", "H", "H", "C", "C", "C", "C", "C", "C", "Si", "C", "C", "C", "C", "C", "C", "H", "H", "H", "H", "H", "H", "H", "H", "H", "H", "H", "C", "Ge", "C", "C", "C", "Se", "C", "H", "H", "H", "H", "H", "H", "H", "H", "H", "H", "H", "H", "H", "H", "F", "C", "C", "F", "C", "C", "C", "F", "C", "C", "C", "N", "C", "N", "F", "C", "C", "N", "C", "N"],
  "coordinates": [[0.06184, -0.13381, -0.76444], [4.88764, 0.77482, 0.17959], [3.51494, 1.41120, 1.28882], [3.83630, 2.00541, 2.50370], [2.84287, 2.41031, 3.35974], [3.33252, 3.13833, 5.02871], [1.47214, 2.26398, 3.01461], [0.42240, 2.60772, 3.84384], [-0.97445, 2.57503, 3.35344], [-1.11023, 1.78971, 2.07366], [-0.12523, 1.42653, 1.34764], [1.18552, 1.67914, 1.74475], [2.18099, 1.22063, 0.88302], [1.91152, 0.62867, -0.25793], [4.87393, 2.12428, 2.78113], [0.60864, 3.00623, 4.83081], [-1.66603, 2.18901, 4.10346], [-2.11313, 1.56072, 1.72506], [3.20692, -1.10923, 4.32394], [1.88013, -0.88215, 4.65958], [0.87536, -1.18329, 3.75224], [1.18081, -1.71267, 2.49444], [2.52529, -1.92989, 2.17061], [3.52861, -1.63752, 3.08044], [-0.17542, -1.96748, 1.25511], [-0.21314, -3.61821, 0.38538], [-1.31562, -3.93079, -0.41629], [-1.37842, -5.12944, -1.10986], [-0.32693, -6.03321, -1.02402], [0.77696, -5.73739, -0.23606], [0.83120, -4.54159, 0.46725], [3.99147, -0.86403, 5.02838], [1.62960, -0.46306, 5.62585], [-0.15872, -1.00145, 4.02409], [2.79458, -2.31166, 1.19253], [4.56381, -1.80239, 2.81031], [-1.49319, -1.66463, 1.86550], [-2.14294, -3.23186, -0.49268], [-2.24372, -5.35815, -1.71917], [-0.37088, -6.96822, -1.56708], [1.59520, -6.44185, -0.16360], [1.69465, -4.32733, 1.08615], [0.87655, -1.13317, -5.71423], [0.04406, -2.47825, -4.57387], [-1.58128, -1.76697, -3.75841], [-0.41103, -4.05947, -5.63241], [1.25134, -3.18702, -3.17246], [1.99229, -2.02858, -1.79763], [3.17873, -0.89792, -2.83651], [0.22085, -0.93527, -6.56271], [1.83478, -1.48101, -6.10115], [1.02310, -0.19556, -5.17997], [-2.34010, -1.62045, -4.52813], [-1.40714, -0.79887, -3.28912], [-1.97434, -2.46053, -3.01558], [-1.10378, -3.79273, -6.43077], [-0.88358, -4.81864, -5.00815], [0.48019, -4.49370, -6.08608], [2.09690, -3.70889, -3.62375], [0.68960, -3.93265, -2.60512], [2.71778, -0.67817, -3.79232], [4.12223, -1.42091, -2.96843], [3.31629, 0.01816, -2.26942], [2.25364, 3.46287, -1.61096], [1.17544, 4.15442, -1.22099], [1.19140, 4.73669, 0.02895], [2.26119, 4.56671, 0.81252], [0.09497, 5.43401, 0.51615], [-0.98881, 5.58498, -0.33736], [-1.01162, 4.99473, -1.58558], [-2.12807, 5.08535, -2.31121], [0.04694, 4.21269, -2.04340], [-0.07921, 3.34987, -3.22064], [0.33518, 2.06252, -3.02577], [0.66453, 0.97232, -2.73784], [-0.79828, 3.68828, -4.39055], [-1.37476, 3.94089, -5.35661], [-2.08467, 6.21530, 0.09178], [-0.03271, 5.71616, 1.97468], [-0.74635, 4.79430, 2.59748], [-1.49923, 3.95860, 3.03851], [0.65773, 6.74930, 2.66948], [1.21477, 7.58412, 3.23040]],
  "lowdin_charge": [1.030, 0.857, -0.583, -0.165, -0.617, 0.814, -0.217, 0.008, -0.248, -0.067, 0.044, -0.177, -0.407, -0.347, 0.103, 0.087, 0.141, 0.129, -0.073, -0.079, -0.114, -0.332, -0.111, -0.075, 0.633, -0.371, -0.131, -0.091, -0.087, -0.076, -0.112, 0.109, 0.109, 0.096, 0.077, 0.108, -0.012, 0.101, 0.108, 0.106, 0.108, 0.095, -0.213, 0.761, -0.210, -0.215, -0.548, 0.877, -0.351, 0.027, 0.025, -0.005, 0.030, -0.033, 0.006, 0.022, 0.016, 0.021, 0.028, -0.012, 0.002, 0.032, -0.018, 0.113, -0.153, -0.155, 0.125, -0.051, -0.154, -0.147, 0.120, -0.043, -0.187, -0.183, 0.039, -0.228, 0.136, 0.124, -0.143, -0.018, 0.199, -0.169, 0.162],
  "e_above_lowest_kj_mol": 296.1,
  "homo_ev": [-7.73, -7.21],
  "multiplicity": 1,
  "total_charge": 0
}